This record from OMol25 describes a structure of composition C40H35N2SiTc in a non-equilibrium geometry. The level of theory is ωB97M-V/def2-TZVPD.

Properties
Net charge ... +1
E_tot ... -55098.1230 eV
Kohn-Sham gap (alpha / beta) ... 0.210 / 0.247 Eh
ΔE to the lowest compared entry with this formula, charge and spin ... 23.44 kcal/mol
Spin multiplicity ... 2

Last column: Löwdin spin population.
Cartesian coordinates (Å):
Tc1 -0.4870 -0.3233 -0.3305  0.752
C1 -4.0843 -0.0376 2.2700  -0.001
C2 -3.0479 -0.6009 1.5196  0.002
N1 -1.9434 0.0657 1.2361  0.011
C3 -1.7995 1.3315 1.6979  0.005
C4 -2.8064 2.0043 2.3975  0.002
C5 -3.9735 1.2717 2.6844  0.007
C6 -2.6232 3.3648 2.8173  0.000
C7 -1.4685 4.0069 2.5524  -0.001
C8 -0.4148 3.3429 1.8408  0.001
C9 0.8172 3.9643 1.5552  0.010
C10 1.7809 3.2862 0.8483  0.002
C11 1.5080 1.9919 0.3903  0.016
N2 0.3687 1.3762 0.6654  0.013
C12 -0.5685 2.0244 1.4057  0.003
H1 -4.9636 -0.6253 2.4841  0.000
H2 -3.1150 -1.6118 1.1347  -0.001
H3 -4.7752 1.7468 3.2335  0.000
H4 -3.4221 3.8538 3.3566  0.000
H5 -1.3131 5.0282 2.8725  0.000
H6 0.9856 4.9791 1.8888  0.000
H7 2.7300 3.7391 0.6056  0.000
H8 2.2187 1.4424 -0.2143  0.002
C13 0.1481 -6.2166 -1.9840  0.000
C14 -0.6775 -5.1320 -2.2308  0.000
C15 -0.4273 -3.9181 -1.6052  0.012
C16 0.6398 -3.7662 -0.7234  0.023
C17 1.4633 -4.8744 -0.4929  0.003
C18 1.2221 -6.0875 -1.1144  0.001
Si1 0.9853 -2.1685 0.1855  0.081
C19 2.7600 -1.5951 0.0414  0.017
C20 3.1867 -0.9685 -1.1344  0.009
C21 4.4899 -0.5222 -1.2830  0.001
C22 5.3976 -0.6964 -0.2467  0.002
C23 4.9982 -1.3190 0.9249  0.001
C24 3.6917 -1.7631 1.0661  0.002
C25 0.4084 -2.2893 1.9628  -0.002
C26 0.7372 -1.2930 2.8900  -0.002
C27 0.1508 -1.2558 4.1432  0.002
C28 -0.7883 -2.2163 4.4938  -0.004
C29 -1.1240 -3.2180 3.5955  0.003
C30 -0.5319 -3.2518 2.3416  -0.004
H9 -0.0408 -7.1626 -2.4733  0.000
H10 -1.5111 -5.2285 -2.9125  0.000
H11 -1.0786 -3.0746 -1.8171  0.009
H12 2.3112 -4.7932 0.1780  0.000
H13 1.8701 -6.9325 -0.9272  0.000
H14 2.4921 -0.8286 -1.9568  0.004
H15 4.7998 -0.0473 -2.2037  0.000
H16 6.4172 -0.3527 -0.3578  0.000
H17 5.7067 -1.4613 1.7290  0.000
H18 3.3972 -2.2405 1.9937  0.000
H19 1.4693 -0.5368 2.6275  0.000
H20 0.4295 -0.4864 4.8511  0.000
H21 -1.2442 -2.1943 5.4747  0.000
H22 -1.8402 -3.9784 3.8754  0.000
H23 -0.8050 -4.0373 1.6483  0.000
C31 -1.6736 0.8484 -4.2209  0.000
C32 -1.4703 1.1463 -2.7288  -0.011
C33 -2.8443 1.2116 -2.0590  -0.001
C34 -0.6394 0.0380 -2.1011  0.003
C35 -0.6609 2.4267 -2.5450  -0.006
C36 0.6186 2.5140 -3.0971  -0.002
C37 1.3833 3.6576 -2.9565  0.000
C38 0.8851 4.7473 -2.2539  -0.003
C39 -0.3730 4.6673 -1.6852  0.000
C40 -1.1374 3.5153 -1.8239  -0.003
H24 -2.2399 -0.0747 -4.3497  0.000
H25 -0.7247 0.7338 -4.7390  0.001
H26 -2.2231 1.6575 -4.7041  0.000
H27 -3.3641 0.2645 -2.2000  -0.001
H28 -3.4580 2.0049 -2.4888  0.000
H29 -2.7798 1.3941 -0.9832  0.000
H30 0.0450 -0.5052 -2.7765  0.041
H31 1.0197 1.6795 -3.6570  0.000
H32 2.3638 3.7060 -3.4098  0.000
H33 1.4722 5.6497 -2.1612  0.000
H34 -0.7790 5.5112 -1.1428  0.000
H35 -2.1267 3.4920 -1.3877  0.000